The following is a DFT calculation (ωB97M-V/def2-TZVPD) of a molecular structure, C3H9N4 in a non-equilibrium geometry.

Computed properties:
Electronic energy   -338.29732 hartree
HOMO-LUMO gap   10.2 eV
Lowest unoccupied orbital energy   -4.57 eV
Energy relative to the best compared isomer or geometry (same formula, charge and spin)   586.9 kJ/mol
HOMO energy   -0.5431 Ha
Total charge   +1

CARTESIAN COORDINATES (ANGSTROEM)
C: 1.9396 -1.1115 0.4514
C: -1.9929 -1.2535 0.1325
C: 0.1285 0.6928 -1.2552
N: 1.1719 -0.1505 0.6954
N: -0.7725 -1.1139 -0.0996
N: -0.7597 1.4002 0.9827
N: -0.0448 0.0114 0.0380
H: 2.8671 -1.1302 1.0060
H: 1.7411 -1.9000 -0.2711
H: -2.4188 -2.2260 -0.0792
H: -2.6349 -0.4715 0.5292
H: 0.5892 0.0127 -1.9727
H: -0.8465 1.0171 -1.6167
H: 0.7634 1.5639 -1.1175
H: -0.9823 0.9882 1.8845
H: 0.0642 1.9766 1.1161